[1]
Here is one molecule with the formula C17H28ClNO2 from the Open Molecules 2025 dataset. Energies are from ωB97M-V/def2-TZVPD.

## Properties
Energy ... -36190.27716 eV
ΔE to the lowest compared entry with this formula, charge and spin ... 0.1486 eV
Structure (SMILES) ... COCCCNCCCOc1ccc(Cl)cc1C(C)(C)C
Total charge ... 0

The geometry in XYZ format:
```
49
Properties=species:S:1:pos:R:3:forces:R:3
C 4.0366 2.9781 -4.7602 -0.03 0.00 0.01
O 4.5456 1.6775 -4.9219 0.02 -0.08 -0.14
C 4.8528 1.0127 -3.7201 -0.15 -0.20 0.13
C 3.6244 0.5790 -2.9141 0.39 0.06 -0.03
C 4.0176 -0.3212 -1.7478 -0.04 0.15 -0.19
N 2.8541 -0.6249 -0.9360 -0.16 -0.07 -0.14
C 3.1377 -1.5035 0.1844 -0.18 -0.18 0.10
C 1.8993 -1.6440 1.0654 0.09 0.29 0.06
C 1.5506 -0.3085 1.7335 0.33 -0.12 -0.23
O 0.2306 -0.2702 2.2305 -0.30 0.00 0.07
C -0.8255 -0.1576 1.3782 -0.19 0.03 -0.18
C -0.6502 0.0892 0.0155 0.20 0.01 0.10
C -1.7204 0.2256 -0.8462 -0.17 -0.03 0.09
C -2.9967 0.1106 -0.3348 0.15 -0.01 0.08
Cl -4.3710 0.2696 -1.3786 -0.16 0.02 -0.13
C -3.1882 -0.1330 1.0118 0.11 0.04 -0.20
C -2.1286 -0.2752 1.9015 0.25 -0.01 -0.05
C -2.5002 -0.5388 3.3606 -0.06 -0.05 0.24
C -3.3305 0.6486 3.8734 0.09 -0.14 -0.05
C -1.3167 -0.7133 4.3145 -0.07 0.01 0.00
C -3.3341 -1.8284 3.4307 0.09 0.15 -0.01
H 3.0322 2.9760 -4.3232 0.02 0.04 -0.01
H 4.6973 3.5854 -4.1291 -0.02 0.02 -0.01
H 3.9896 3.4130 -5.7568 -0.04 0.08 0.06
H 5.5028 1.6430 -3.0931 0.00 -0.05 -0.05
H 5.4183 0.1282 -4.0274 0.02 0.07 0.11
H 2.9412 0.0473 -3.5803 -0.05 0.00 -0.04
H 3.1034 1.4517 -2.5177 -0.06 -0.01 0.01
H 4.5120 -1.2317 -2.1319 0.01 0.10 0.06
H 4.7377 0.1998 -1.1080 0.04 -0.05 -0.04
H 2.1432 -1.0544 -1.5237 0.06 0.03 0.06
H 3.4774 -2.5027 -0.1396 0.05 0.14 0.09
H 3.9477 -1.0500 0.7642 0.05 -0.05 -0.01
H 1.0543 -1.9697 0.4547 -0.01 -0.07 0.00
H 2.0708 -2.4041 1.8284 -0.07 -0.04 0.00
H 2.1743 -0.1608 2.6195 -0.02 0.02 -0.12
H 1.7438 0.5144 1.0372 -0.05 -0.04 0.11
H 0.3426 0.1849 -0.3926 0.15 0.02 0.00
H -1.5587 0.4183 -1.8948 -0.01 0.02 -0.10
H -4.2020 -0.2133 1.3684 -0.10 -0.01 0.06
H -2.7493 1.5656 3.8067 0.04 0.13 0.01
H -3.6029 0.4885 4.9143 -0.04 -0.02 0.13
H -4.2438 0.7825 3.3013 -0.12 0.04 -0.06
H -0.6972 -1.5555 4.0230 0.10 -0.06 0.04
H -1.6970 -0.8998 5.3177 -0.11 -0.02 0.08
H -0.6998 0.1789 4.3437 0.09 0.03 0.06
H -2.7598 -2.6659 3.0403 0.04 -0.12 -0.03
H -3.5958 -2.0434 4.4645 -0.04 -0.03 0.13
H -4.2544 -1.7517 2.8596 -0.12 -0.02 -0.07
```
Forces are in eV/Å.

These are the Löwdin partial charges, in e, on atoms 1 to 6: number 1, C, carries -0.117; number 2, O, carries -0.191; number 3, C, carries -0.247; number 4, C, carries -0.174; number 5, C, carries -0.252; number 6, N, carries -0.088

***

[2]
Here is C17H28CrIN2P2Te as an isolated structure from the Open Molecules 2025 dataset. Energies are from ωB97M-V/def2-TZVPD.

## Properties
Multiplicity ... 2
Energy ... -83442.73406 eV
ΔE to the lowest compared entry with this formula, charge and spin ... 0.0000 eV
<S²> ... 0.772
Total charge ... +2

The geometry in XYZ format:
```
52
Properties=species:S:1:pos:R:3:forces:R:3
Cr 0.0735 0.6745 -0.4446 0.13 0.03 0.47
C -1.5711 1.5341 2.6769 -0.05 0.08 0.08
P -1.5040 1.9084 0.9129 0.07 -0.25 -0.29
C -3.1751 1.5826 0.2770 -0.10 0.05 0.07
C -1.2707 3.7042 0.7466 0.01 0.03 0.05
C -1.1037 4.0111 -0.7395 -0.02 0.09 0.01
P 0.1640 2.8995 -1.4488 0.07 -0.29 -0.13
C 1.7196 3.8004 -1.2351 -0.03 0.10 -0.08
C -0.1496 2.8971 -3.2322 -0.01 0.10 -0.09
H -2.2659 2.2297 3.1518 0.01 -0.03 0.05
H -0.5882 1.6412 3.1342 0.02 0.01 -0.03
H -1.9337 0.5195 2.8385 0.00 -0.01 -0.02
H -3.8947 2.2334 0.7778 -0.01 -0.02 0.00
H -3.4530 0.5454 0.4672 0.02 -0.01 0.02
H -3.2429 1.7602 -0.7966 0.04 0.01 0.00
H -0.3797 3.9832 1.3154 0.02 -0.02 -0.02
H -2.1150 4.2358 1.1896 -0.02 0.01 -0.03
H -0.8144 5.0497 -0.9093 0.00 0.00 0.01
H -2.0392 3.8509 -1.2800 -0.01 -0.01 0.00
H 1.6483 4.7549 -1.7596 0.03 0.00 0.01
H 2.5522 3.2275 -1.6390 0.02 0.00 -0.01
H 1.9102 3.9780 -0.1781 0.01 0.00 0.01
H -0.2000 3.9208 -3.6070 0.00 -0.01 -0.01
H -1.0903 2.3951 -3.4590 -0.01 0.00 0.02
H 0.6521 2.3759 -3.7550 0.01 0.00 0.02
C 0.0353 -1.8054 2.6065 0.14 -0.03 -0.05
Te -0.7717 -1.6781 0.6356 -0.44 0.19 -0.25
C 0.7241 -3.1227 0.1914 0.07 0.02 0.03
C 0.8033 -3.8998 1.4855 0.04 0.00 -0.12
C 1.1984 -5.2291 1.5034 0.01 -0.02 0.06
C 1.2552 -5.9150 2.7094 0.00 0.03 -0.03
C 0.9099 -5.2757 3.8905 0.01 -0.02 0.00
C 0.5045 -3.9481 3.8747 0.03 -0.01 0.04
C 0.4551 -3.2559 2.6740 0.02 0.07 0.00
H -0.7016 -1.5227 3.3524 -0.04 -0.07 0.01
H 0.8748 -1.1102 2.6242 0.02 -0.03 0.14
H 1.6334 -2.5717 -0.0500 0.05 -0.08 0.01
H 0.4138 -3.7220 -0.6601 0.01 -0.04 0.01
H 1.4519 -5.7355 0.5804 0.00 0.01 0.00
H 1.5539 -6.9543 2.7211 0.00 0.01 0.01
H 0.9428 -5.8167 4.8263 -0.01 0.01 0.00
H 0.2246 -3.4587 4.7993 0.00 0.01 -0.01
N 1.7356 0.0103 -2.8641 -0.11 0.08 0.02
C 1.7037 -0.5147 -4.0954 0.12 -0.09 0.09
C 0.4653 -1.1034 -4.2618 0.01 0.07 -0.08
C -0.1940 -0.8916 -3.0557 0.07 -0.17 0.08
N 0.5867 -0.2207 -2.1956 -0.20 0.18 -0.10
H 2.5071 0.4348 -2.3723 0.07 -0.01 -0.03
H 2.5675 -0.4637 -4.7387 -0.04 -0.02 -0.04
H 0.1064 -1.6245 -5.1322 -0.02 0.02 0.02
H -1.1832 -1.2078 -2.7613 -0.01 0.03 0.00
I 2.2682 0.8893 0.7081 0.03 -0.02 0.09
```
Forces are in eV/Å.

These are the Löwdin partial charges, in e, on atoms 1 to 6: number 1, Cr, carries -0.323; number 2, C, carries -0.217; number 3, P, carries 0.738; number 4, C, carries -0.214; number 5, C, carries -0.366; number 6, C, carries -0.370

***

[3]
Here is C17H28CuN3O8 as an isolated structure in a non-equilibrium geometry from the Open Molecules 2025 dataset. Energies are from ωB97M-V/def2-TZVPD.

## Properties
Multiplicity ... 2
Energy ... -83569.80313 eV
ΔE to the lowest compared entry with this formula, charge and spin ... 2.1769 eV
<S²> ... 0.753
Total charge ... -1

The geometry in XYZ format:
```
57
Properties=species:S:1:pos:R:3:forces:R:3
Cu -0.1627 0.4909 -0.3108 -1.45 -0.62 -1.20
C -0.9237 0.9588 -4.2902 0.89 -0.02 0.61
C -1.9641 1.1596 -3.1816 0.24 -0.61 0.31
O -1.6531 0.7574 -1.8965 0.88 0.04 0.92
H 0.0492 1.3625 -4.0099 0.02 0.36 0.39
H -1.1723 1.4914 -5.2082 -0.37 -0.33 -0.22
H -0.6970 -0.0980 -4.4318 -0.37 -0.14 -0.34
H -2.8402 0.5815 -3.4753 -0.40 -0.31 -0.31
H -2.3160 2.1877 -3.2678 0.07 0.83 0.27
C -0.9950 -3.6790 -0.2396 0.79 3.91 0.05
C -0.8159 -2.2740 -0.0579 -1.39 -2.24 0.00
C -1.6964 -1.5465 0.9971 -1.14 -4.23 0.80
O -1.4183 -0.3828 1.2546 0.36 2.48 -0.03
C -2.6568 -2.3887 1.7056 2.96 4.73 -1.19
C -2.8599 -3.6985 1.4444 -4.64 -1.25 1.54
C -1.9845 -4.3727 0.4339 2.08 -6.09 -0.41
O -1.8388 -5.6759 0.2642 -2.02 3.34 1.23
O -3.9191 -4.1426 2.0518 2.45 -1.24 -1.72
O 0.0445 -1.6037 -0.6763 1.02 1.93 -0.15
H -0.2512 -4.2342 -0.7919 -0.19 -0.01 -0.23
H -3.3223 -1.8849 2.3909 -0.01 -0.06 0.12
C 2.0844 0.4621 2.3660 -2.49 0.98 -2.27
O 1.3740 0.5009 1.3095 2.80 0.17 2.61
N 2.1611 -0.5742 3.1612 -0.17 -3.02 1.81
C 2.7703 -0.6039 4.4745 2.10 2.17 -0.07
C 1.5938 -1.8463 2.8176 -1.84 -0.26 -0.62
H 2.6351 1.2935 2.8326 -0.16 0.50 -0.69
H 2.8927 0.4451 4.7441 0.45 0.17 0.15
H 3.7656 -1.0418 4.3979 0.21 -0.03 -0.06
H 2.3926 -1.0211 5.4080 -1.46 -0.58 -0.86
H 2.2798 -2.6874 2.7167 0.43 0.37 -0.16
H 0.8788 -2.1247 3.5917 -0.06 -0.06 0.06
H 0.9962 -1.6757 1.9221 0.19 -0.47 -0.18
C 2.3849 0.6514 -2.6530 -2.20 -0.38 1.85
O 1.5676 0.9564 -1.7375 2.37 -0.20 -2.29
N 3.2456 -0.3736 -2.5746 0.73 -2.35 0.77
C 4.0737 -0.9333 -3.6621 -0.28 0.72 0.04
C 3.3227 -1.2611 -1.3743 -0.49 0.55 0.23
H 2.3929 1.1251 -3.6468 -0.01 0.28 0.24
H 5.1307 -0.8166 -3.4231 0.10 0.47 -0.12
H 3.8110 -0.4836 -4.6196 0.20 0.20 0.08
H 3.9847 -2.0118 -3.7925 -0.71 -0.04 0.32
H 2.7723 -0.8472 -0.5294 0.26 0.46 -0.12
H 2.8555 -2.2415 -1.4672 -0.20 0.05 -0.84
H 4.3676 -1.4523 -1.1299 0.11 0.32 0.05
C -1.1546 3.3219 1.2030 -0.11 -2.87 -2.06
O -0.5179 2.4684 0.5454 -0.65 1.40 0.75
N -2.4758 3.5735 1.0030 -0.10 1.87 1.28
C -3.3968 2.9733 0.0285 0.63 -1.25 -0.66
C -3.1277 4.5628 1.9033 -0.58 -0.18 -0.98
H -0.6060 3.8075 2.0248 -0.69 0.47 -0.10
H -4.4478 3.1117 0.2819 0.29 0.20 0.51
H -3.2198 1.9024 -0.0718 0.20 -0.11 0.22
H -3.2793 3.3169 -0.9993 0.38 0.49 0.09
H -3.5151 4.0619 2.7904 0.41 0.29 0.33
H -2.5859 5.4970 2.0509 0.65 -0.49 0.51
H -4.0130 4.9561 1.4036 -0.10 -0.30 -0.24
```
Forces are in eV/Å.

These are the Löwdin partial charges, in e, on atoms 1 to 6: number 1, Cu, carries 0.680; number 2, C, carries -0.107; number 3, C, carries -0.456; number 4, O, carries -0.289; number 5, H, carries 0.031; number 6, H, carries 0.056

***

Among the records above, which one has the highest ΔE to the lowest compared entry with this formula, charge and spin?
C17H28CuN3O8